No. 1
Molecular formula: C3H4N2O3
Method: DFT, ωB97M-V/def2-TZVPD

Its strongest force on any atom is 0.0583 Eh/bohr. Its net charge is 0. The value obtained for the HOMO energy is -7.416 eV. The total energy is -451.93003 a.u. The gap between HOMO and LUMO is 7.98 eV.

```
12
C3H4N2O3, DFT ωB97M-V/def2-TZVPD
O -0.8521 -0.9240 -0.1152
O -2.8387 0.1675 -0.0416
O 1.5744 1.6626 -0.1094
N 1.5466 -1.4449 -0.0937
N -0.7916 1.3405 0.0384
C -1.5457 0.2928 0.0285
C 0.4792 -0.5448 -0.0245
C 0.4853 0.8147 -0.0304
H -3.1284 -0.7032 -0.2598
H 1.4858 -2.2782 0.4767
H 2.3762 -0.9426 0.1121
H 1.2091 2.5597 0.0189
```

No. 2
Molecular formula: C7H10
Method: DFT, ωB97M-V/def2-TZVPD

Its strongest force on any atom is 0.0043 Eh/bohr. Its net charge is 0. The value obtained for the HOMO energy is -7.808 eV. The total energy is -272.53162 a.u. The gap between HOMO and LUMO is 8.49 eV.

```
17
C7H10, DFT ωB97M-V/def2-TZVPD
C -0.3592 -0.8133 1.0411
C -0.2345 1.3977 0.1000
C -1.7553 -0.2639 -0.4051
C -0.4485 -0.5687 -1.1776
C 1.9138 -0.0709 -0.0147
C 0.3979 0.0110 -0.0245
C -1.5418 1.2064 -0.0929
H -1.6434 -0.9436 0.6355
H 0.3023 2.3052 0.3658
H -0.3867 -0.0204 -2.1221
H 2.2513 -1.0970 -0.1991
H 2.3184 0.2505 0.9535
H -0.2757 -1.6385 -1.3499
H 2.3438 0.5709 -0.7922
H -0.0940 -1.8769 1.0629
H -0.4433 -0.3807 2.0428
H -2.3452 1.9322 -0.0236
```

No. 3
Molecular formula: C6H15NO
Method: DFT, ωB97M-V/def2-TZVPD

Its strongest force on any atom is 0.0443 Eh/bohr. Its net charge is 0. The value obtained for the HOMO energy is -8.728 eV. The total energy is -367.53037 a.u. The gap between HOMO and LUMO is 9.63 eV.

```
23
C6H15NO, DFT ωB97M-V/def2-TZVPD
O -1.0525 -3.2518 -1.5502
N -1.0691 -0.4738 -0.1189
C 1.5855 1.8551 1.9484
C 1.3302 2.1888 0.6876
C 0.9326 -0.4369 -1.5072
C 0.2152 1.7159 -0.1965
C 0.2682 0.1251 -0.2335
C -1.5783 -0.6462 1.2448
H 2.0179 -0.2591 -1.4642
H -1.9234 -2.8642 -1.6523
H 1.0572 1.0659 2.4623
H 0.5670 -0.0553 -2.4852
H -2.6432 -0.5978 1.3955
H -1.1176 0.0160 1.9881
H 2.5043 2.1755 2.4060
H -0.7833 2.0534 0.1514
H -1.6962 0.1547 -0.6079
H 1.8586 3.0664 0.2704
H 0.1971 2.2552 -1.1675
H 0.8972 -0.1388 0.6200
H 0.5173 -1.4396 -1.5952
H -1.1322 -1.6015 1.5416
H -0.9155 -3.3013 -0.6022
```

No. 4
Molecular formula: C5H7I
Method: DFT, ωB97M-V/def2-TZVPD

Its strongest force on any atom is 0.1130 Eh/bohr. Its net charge is 0. The value obtained for the HOMO energy is -8.630 eV. The total energy is -492.22313 a.u. The gap between HOMO and LUMO is 9.18 eV.

```
13
C5H7I, DFT ωB97M-V/def2-TZVPD
I 2.6312 0.8213 -1.5815
C -0.9936 -1.7327 -1.0404
C -1.1361 -0.7411 -0.0075
C 1.4071 1.6763 -0.0951
C -1.3643 -0.0475 1.0105
C 1.0935 1.0266 1.0013
H -1.7544 0.7059 1.9359
H 0.1166 -1.9184 -1.2059
H 0.6585 -0.0079 0.9464
H -1.1788 -1.3707 -1.9883
H -1.5873 -2.5779 -0.6406
H 1.2788 2.7453 -0.2945
H 0.8287 1.4209 1.9598
```

No. 5
Molecular formula: C15H19F2N3O3S
Method: DFT, ωB97M-V/def2-TZVPD

Its strongest force on any atom is 0.0159 Eh/bohr. Its net charge is 0. The value obtained for the HOMO energy is -8.550 eV. The total energy is -1570.87942 a.u. The gap between HOMO and LUMO is 9.25 eV.

```
43
C15H19F2N3O3S, DFT ωB97M-V/def2-TZVPD
S 0.3656 -1.3812 2.4610
F 1.1370 1.5410 -0.7594
F 4.7627 -0.3333 1.5258
O -1.8719 1.4954 -0.7463
O -1.0628 -3.2584 -3.0001
O 0.3123 2.8695 1.7300
N -0.9233 -2.8101 0.6777
N -1.2262 0.7132 1.2526
N -1.5826 -0.5847 0.8959
C -0.4335 -3.0791 -1.7536
C -0.6646 3.0073 0.7100
C 3.3016 1.0871 2.7173
C 2.1781 1.8843 2.7164
C -1.4942 -3.0728 -0.6207
C -1.7481 3.9301 1.2635
C -0.5462 -0.9285 -2.8149
C -1.4048 -1.9851 -3.5342
C -1.2950 1.6773 0.3084
C 1.8208 1.4199 0.4065
C -0.7463 -1.6000 1.2459
C 0.3356 -1.7592 -1.8771
C 1.4038 2.0705 1.5672
C 2.9421 0.6101 0.3842
C 3.6703 0.4505 1.5451
H -2.0481 -0.5698 -0.0092
H -0.2312 3.4514 -0.1961
H -0.6237 0.7385 2.0740
H 0.0539 -0.3566 -3.5182
H -2.5317 4.0534 0.5220
H -1.3178 4.8988 1.5013
H 1.3024 -1.9560 -2.3402
H -1.1663 -0.2207 -2.2658
H -0.2918 -3.5161 1.0308
H -2.2635 -2.3363 -0.8517
H -2.1692 3.5007 2.1689
H -1.2054 -2.0295 -4.6072
H 0.5124 -1.2798 -0.9171
H -2.4764 -1.7977 -3.3916
H 0.2343 -3.9342 -1.6025
H 3.2278 0.1167 -0.5304
H 1.8562 2.3838 3.6155
H -1.9740 -4.0546 -0.5973
H 3.8817 0.9443 3.6137
```

No. 6
Molecular formula: C5H9N4
Method: DFT, ωB97M-V/def2-TZVPD

Its strongest force on any atom is 0.1153 Eh/bohr. Its net charge is +1. The value obtained for the HOMO energy is -14.466 eV. The total energy is -414.57713 a.u. The gap between HOMO and LUMO is 10.20 eV.

```
18
C5H9N4, DFT ωB97M-V/def2-TZVPD
N 0.0961 -0.8710 0.9832
N 3.2389 0.6107 1.9094
N -0.7597 1.4076 0.4425
N 3.1663 -1.0886 -1.0247
C 0.7354 -0.4271 -0.3120
C 2.4210 -0.5435 -0.1829
C 2.9015 0.2139 0.8603
C 0.2458 1.0992 -0.5491
C -1.2124 1.1904 -1.0005
H 0.0450 -1.9235 0.9467
H 0.9914 1.8472 -0.8414
H -0.8834 2.3206 0.8080
H 0.6859 -0.5464 1.7739
H -1.7317 0.2809 -1.0899
H 0.2874 -0.8794 -1.1629
H -0.8235 -0.3452 1.1181
H -1.4018 1.9872 -1.6221
H 2.9533 -1.7254 -1.7668
```

No. 7
Molecular formula: As5F30Hg
Method: DFT, ωB97M-V/def2-TZVPD

Its strongest force on any atom is 0.0310 Eh/bohr. Its net charge is -3. The value obtained for the HOMO energy is -5.346 eV. The total energy is -14328.99311 a.u. The gap between HOMO and LUMO is 11.72 eV.

```
36
As5F30Hg, DFT ωB97M-V/def2-TZVPD
Hg -0.2283 -0.1979 0.1664
As -1.1317 3.4400 1.6777
As 1.0912 2.0091 -2.7538
As -3.1304 -1.5376 -0.6248
As 1.8637 -3.1287 -1.3627
As 1.3329 -0.7714 2.9997
F 0.8242 -2.1681 -0.2382
F 0.9002 -4.5688 -1.0667
F 2.8276 -3.6821 -0.0185
F -1.8496 -1.9868 0.5820
F 0.3231 3.2610 -1.8049
F -0.2783 -0.2082 2.4290
F 1.8427 0.8546 -3.7772
F 1.0842 3.1153 -4.1609
F 1.7723 -0.2479 1.3325
F 0.9100 -2.3925 2.5292
F -0.7412 2.0358 0.5790
F -0.5018 1.3817 -3.1183
F -2.7214 2.8226 1.9984
F 1.0576 0.8171 -1.3750
F 0.4952 4.0233 1.4590
F 2.9027 -1.7102 -1.5233
F -0.5691 2.4840 3.0302
F -2.9024 -3.0059 -1.5047
F -1.7200 4.3173 0.2889
F -3.3654 -0.1231 0.3952
F -4.1973 -0.8949 -1.8553
F 1.8244 0.7875 3.5391
F -4.4300 -2.2642 0.2993
F -1.8210 -0.7476 -1.5474
F 0.6853 -1.1530 4.5952
F 0.8683 -2.5758 -2.6344
F 2.8919 -4.0019 -2.4716
F 2.9176 -1.3815 3.4106
F -1.4750 4.7907 2.7523
F 2.6478 2.6080 -2.2259
```

No. 8
Molecular formula: C2H2N2O
Method: DFT, ωB97M-V/def2-TZVPD

Its strongest force on any atom is 0.1079 Eh/bohr. Its net charge is 0. The value obtained for the HOMO energy is -10.762 eV. The total energy is -262.08156 a.u. The gap between HOMO and LUMO is 11.57 eV.

```
7
C2H2N2O, DFT ωB97M-V/def2-TZVPD
O -0.0111 -0.7712 -0.8674
N 0.5758 0.2134 1.1134
N -0.5378 0.9136 0.5051
C -0.8248 0.3596 -0.5969
C 0.8343 -0.5165 0.0669
H 1.5988 -1.1997 -0.1588
H -1.8329 0.4218 -1.0517
```

No. 9
Molecular formula: C20H21HgN10O3S2
Method: DFT, ωB97M-V/def2-TZVPD

Its strongest force on any atom is 0.0436 Eh/bohr. Its net charge is -2. The spin multiplicity is 2. The value obtained for the HOMO energy (alpha / beta) is 0.719 / -1.742 eV. The total energy is -2497.68582 a.u. The gap between HOMO and LUMO (alpha / beta) is 3.19 / 5.65 eV.

```
57
C20H21HgN10O3S2, DFT ωB97M-V/def2-TZVPD
Hg -0.5044 -0.5009 0.1205
S -3.1560 -0.1742 0.0634
S -3.6903 3.5460 -2.4397
O -0.9354 -2.0989 -2.9441
O -2.2152 -3.8843 -2.9973
O 1.2476 -0.6713 1.9818
N -2.0583 -3.7361 1.1048
N 6.6052 -1.1463 -4.3195
N -1.5730 -2.9457 -1.0346
N -1.3244 0.5243 2.4745
N -1.4781 2.9765 -1.2553
N -3.1772 -4.7038 -0.7079
N -2.6587 0.8286 2.5725
N -1.5907 -2.9787 -2.3623
N -4.8118 0.7602 1.8511
N -1.4443 -2.5981 1.6538
C -2.7473 2.9965 -1.0598
C -0.5987 1.2312 3.2725
C 4.3545 0.3005 -2.1303
C -2.1960 3.7253 -3.3012
C 2.7383 2.1461 4.5879
C 0.8131 1.1651 3.4625
C 1.3828 2.0768 4.3635
C -2.2519 -3.7584 -0.2797
C 1.6636 0.2365 2.7532
C 5.5899 -0.9190 -3.8151
C -1.1517 3.3675 -2.4988
C 1.9380 0.1246 -1.9845
C -3.4600 0.5123 1.6204
C 0.6786 0.6286 -1.4808
C 3.1658 0.6508 -1.5421
C 3.5819 1.2857 3.8804
C 3.1601 -1.1794 -3.6212
C 3.0683 0.3748 2.9994
C 4.3767 -0.6087 -3.2015
C 1.9793 -0.8188 -3.0299
H 3.1527 2.8622 5.2904
H -0.1184 3.3821 -2.7917
H -3.0986 -4.7714 -1.7313
H 3.7234 -0.2912 2.4527
H -3.1282 -5.5874 -0.2189
H 5.2874 0.7395 -1.7919
H 0.8008 1.6009 -1.0008
H -2.1063 -1.9042 1.9952
H 3.1670 -1.8943 -4.4344
H 4.6553 1.3535 4.0268
H -0.7770 -2.8388 2.3794
H -5.3128 0.9091 0.9870
H -4.9636 1.4775 2.5466
H -3.2338 2.6851 -0.1602
H 1.0485 -1.2640 -3.3472
H -1.1222 1.9888 3.8745
H -2.1944 4.0700 -4.3161
H -2.9097 -4.0320 1.5864
H 0.7260 2.7687 4.8874
H -0.0768 0.6538 -2.2695
H 3.1610 1.3553 -0.7212
```

No. 10
Molecular formula: C20H44CeCl4O2P2
Method: DFT, ωB97M-V/def2-TZVPD

Its strongest force on any atom is 0.0708 Eh/bohr. Its net charge is 0. The value obtained for the HOMO energy (alpha / beta) is -6.462 / -6.462 eV. The total energy is -3937.58205 a.u. The gap between HOMO and LUMO (alpha / beta) is 5.39 / 5.38 eV.

```
73
C20H44CeCl4O2P2, DFT ωB97M-V/def2-TZVPD
Ce 0.2971 -0.8430 1.2634
Cl -1.7044 -0.6920 2.9055
Cl 3.6264 1.0251 3.0618
Cl -0.2562 -0.0328 -1.1630
Cl 1.9634 -1.0797 4.3452
P 0.6032 3.8410 -0.4683
P -0.4116 -3.3245 -0.1192
O 4.2637 -2.3979 1.9885
O 2.4431 -1.1751 1.3939
C 1.0109 4.2617 2.2865
C -0.6693 -4.5675 1.2645
C 2.2365 -3.3953 -1.0521
C -2.3801 -4.6911 -1.5357
C 2.3669 3.8765 -0.8703
C -2.0131 -4.3952 1.9842
C 3.4491 -1.5157 2.1847
C 0.9254 -5.6100 -1.1023
C -1.9156 -3.2750 -1.2025
C -1.3260 4.1495 1.3774
C 0.4954 -4.4877 2.2689
C -1.5710 3.2471 -2.0170
C -0.4651 4.3085 -1.8655
C 3.0934 2.7347 -0.1251
C 3.5154 -0.7017 3.4849
C 0.1176 4.6229 1.0948
C -1.0149 5.7327 -1.8401
C -3.0236 -2.3301 -0.7005
C 3.0159 5.2519 -0.7347
C 0.8693 -4.0847 -1.2308
H -1.5018 -2.8058 -2.1146
H -3.5302 -2.7075 0.1997
H -2.5650 -5.2930 -0.6332
H 0.5658 4.6910 3.1891
H 0.4671 -3.5590 2.8594
H 4.3710 -0.9967 4.0995
H 4.1271 3.0137 0.0906
H -1.3733 3.0537 1.3019
H -0.6671 -5.5667 0.8071
H -2.3403 3.3053 -1.2344
H -2.8773 -4.6173 1.3412
H 1.6343 -6.0442 -1.8216
H 2.9562 -3.8602 -1.7418
H -3.7737 -2.2249 -1.5063
H 2.8007 5.7390 0.2258
H 2.6873 5.9218 -1.5366
H 0.5157 -3.8256 -2.2465
H 2.0406 4.6272 2.2009
H 3.0954 1.8303 -0.7452
H -2.6385 -1.3137 -0.4924
H 0.7934 0.8939 1.6461
H -1.1487 2.2368 -1.9880
H 0.2341 4.2103 -2.7162
H 0.3958 -5.3269 2.9767
H -1.6307 5.8716 -2.7345
H 0.1654 5.7064 0.8932
H -2.0514 3.3878 -2.9876
H -1.6232 -5.2086 -2.1405
H -1.5991 4.4168 2.3999
H 2.1944 -2.3215 -1.2967
H -2.0677 4.5730 0.6918
H -0.2201 6.4835 -1.8789
H 2.3221 3.6096 -1.9472
H -1.6435 5.9267 -0.9584
H -3.3103 -4.6607 -2.1229
H -0.0506 -6.0768 -1.2920
H 4.0965 5.1278 -0.8249
H 1.2482 -5.9034 -0.0983
H -2.1289 -3.3804 2.3833
H 2.6418 -3.4890 -0.0348
H 1.0496 3.1765 2.4254
H 2.6102 2.4622 0.8189
H -2.0454 -5.0991 2.8310
H 1.4945 -4.5547 1.8186
```

No. 11
Molecular formula: C6H8O2
Method: DFT, ωB97M-V/def2-TZVPD

Its strongest force on any atom is 0.1572 Eh/bohr. Its net charge is 0. The value obtained for the HOMO energy is -8.588 eV. The total energy is -383.68884 a.u. The gap between HOMO and LUMO is 8.63 eV.

```
16
C6H8O2, DFT ωB97M-V/def2-TZVPD
O 0.9738 -0.1273 -1.7382
O -0.0056 -2.2615 -0.5197
C -0.9702 0.8234 1.2166
C 0.6253 0.3224 -0.4171
C -0.4536 -0.0639 0.3260
C -0.1097 2.0304 0.9637
C 0.5981 1.8501 -0.1175
C -0.9282 -1.4767 0.4502
H -0.0408 2.9577 1.5281
H -1.5090 0.5387 2.0510
H 0.8739 -2.8313 0.0158
H -2.0332 -1.8056 -0.1312
H -0.9296 -2.0347 1.6325
H 1.5076 2.5016 -0.3985
H 1.4768 -0.0546 0.4425
H 0.3373 -1.0750 -1.6090
```

No. 12
Molecular formula: C8H16NO
Method: DFT, ωB97M-V/def2-TZVPD

Its strongest force on any atom is 0.0910 Eh/bohr. Its net charge is +1. The value obtained for the HOMO energy is -14.289 eV. The total energy is -444.02730 a.u. The gap between HOMO and LUMO is 11.59 eV.

```
26
C8H16NO, DFT ωB97M-V/def2-TZVPD
O -0.4525 1.9058 -0.2680
N 0.8574 0.1545 0.7214
C -1.4444 -0.2224 -0.2405
C 2.6744 0.9867 -0.7124
C -2.2224 -0.0166 1.0792
C 2.2878 -0.2307 0.0480
C -0.2587 0.5957 -0.4561
C 3.2872 -1.0601 0.7414
C -2.2366 -0.2305 -1.5718
C 2.7681 -1.5921 -0.3446
H -3.1041 -0.8678 -1.3998
H 0.2193 0.5465 -1.3762
H -1.1328 -1.2524 -0.2256
H -2.6149 -1.1132 1.3201
H -2.9226 0.6760 -1.7812
H 2.5270 0.8614 -1.7521
H 0.4916 -0.6050 1.2204
H 2.0670 1.8661 -0.4127
H 2.8018 -2.3294 -1.0795
H 3.8778 -1.1529 1.7492
H -3.0187 0.7339 0.9405
H 1.1205 1.0356 1.1380
H 3.7867 1.3090 -0.4845
H -1.2049 2.0881 0.3163
H -1.5518 0.2475 1.8791
H -1.5134 -0.4869 -2.3062
```